No. 1
75
Properties=species:S:1:pos:R:3:lowdin_spin:R:1 method="wB97M-V/def2-TZVPD" e_tot_ev=-314053.44974 charge=-1 spin_multiplicity=4 e_lumo_ev="0.870 / 1.024"
Mo -0.0848 0.4802 0.3209 1.81
Se -1.8239 -0.0477 2.1483 0.08
Se -1.0303 0.3005 4.3322 0.06
Te 1.4264 0.0653 3.9581 0.05
Se 1.5844 1.4949 1.8816 0.00
S -1.7455 -3.6639 -3.5664 0.26
Sb -0.2322 -2.0796 -4.0731 0.59
S -0.4689 -0.5059 -1.9328 0.04
S 1.2134 0.6842 -1.7631 0.07
F 6.0514 -4.0425 4.5215 0.00
C 6.2450 -3.4650 3.3240 0.00
F 6.9166 -4.3589 2.5774 0.00
F 7.0668 -2.4235 3.5150 0.00
C 4.9533 -3.0652 2.6821 0.00
C 4.8204 -1.8294 2.0753 0.00
C 3.6175 -1.4876 1.4746 0.00
C 2.5453 -2.3725 1.4736 0.00
C 2.7089 -3.6312 2.0506 0.00
C 3.9022 -3.9721 2.6660 0.00
P 1.0448 -1.9405 0.4745 0.01
C 1.6436 -2.8488 -1.0115 0.01
C 1.2119 -4.1264 -1.3427 0.01
C 1.7931 -4.8137 -2.3955 0.01
C 2.8102 -4.2267 -3.1244 0.02
C 3.2547 -2.9540 -2.8055 0.02
C 2.6772 -2.2720 -1.7459 0.02
C 3.4010 -4.9872 -4.2699 0.00
F 4.4454 -4.3525 -4.8269 0.00
F 2.5053 -5.1913 -5.2410 0.00
F 3.8324 -6.2085 -3.8917 0.00
C -0.2774 -2.9747 1.1887 0.00
C -1.3730 -3.3389 0.4120 0.00
C -2.4834 -3.9183 1.0015 0.00
C -2.5093 -4.1223 2.3730 0.00
C -1.4307 -3.7538 3.1580 0.00
C -0.3207 -3.1744 2.5651 0.00
C -3.7143 -4.7649 2.9876 0.00
F -3.7446 -6.0914 2.7517 0.00
F -4.8580 -4.2684 2.4937 0.00
F -3.7558 -4.6113 4.3186 0.00
H 5.6452 -1.1284 2.0788 0.00
H 3.5085 -0.5160 1.0084 0.00
H 1.9022 -4.3501 2.0235 0.00
H 4.0191 -4.9457 3.1269 0.00
H 0.4189 -4.6067 -0.7887 0.00
H 1.4324 -5.8015 -2.6560 0.00
H 4.0498 -2.4956 -3.3757 0.00
H 3.0369 -1.2845 -1.4924 0.00
H -1.3860 -3.1651 -0.6591 0.00
H -3.3312 -4.1965 0.3866 0.00
H -1.4664 -3.8815 4.2311 0.00
H 0.4951 -2.8371 3.1907 0.00
C -5.5460 1.7913 -0.1294 -0.01
C -4.8696 3.0002 -0.0048 0.00
C -3.4883 3.0428 -0.0708 -0.01
C -2.7450 1.8728 -0.2574 0.01
C -3.4312 0.6689 -0.3958 0.00
C -4.8184 0.6297 -0.3247 0.00
N -1.3210 1.9397 -0.2653 -0.05
C -0.7971 3.0493 -1.0096 0.01
C -1.2118 3.2638 -2.3227 0.00
C -0.6617 4.2943 -3.0670 0.00
C 0.2988 5.1309 -2.5090 0.00
C 0.6955 4.9306 -1.1951 0.00
C 0.1471 3.8973 -0.4459 0.00
H -6.6273 1.7600 -0.0767 0.00
H -5.4229 3.9185 0.1534 0.00
H -2.9669 3.9843 0.0434 0.00
H -2.8850 -0.2426 -0.5882 0.00
H -5.3245 -0.3222 -0.4309 0.00
H -1.9450 2.5962 -2.7581 0.00
H -0.9752 4.4379 -4.0937 0.00
H 0.7327 5.9319 -3.0957 0.00
H 1.4347 5.5825 -0.7446 0.00
H 0.4404 3.7425 0.5819 0.00

=====

No. 2
64
Properties=species:S:1:pos:R:3:lowdin_charge:R:1 method="wB97M-V/def2-TZVPD" e_tot_ev=-101025.60159 charge=+1 spin_multiplicity=1 e_lumo_ev=-4.448
Ta -0.2739 -2.0531 -0.4724 0.67
S 2.0414 -1.6839 -1.0915 0.34
P 1.5159 0.1281 -0.1652 0.51
C -0.1859 0.0483 0.0505 -0.71
P -1.3411 0.4919 -1.1560 0.52
S -2.2013 -1.3343 -1.7185 0.37
C -2.6200 1.5744 -0.5379 -0.37
C -3.7139 1.8658 -1.3584 -0.08
C -4.7027 2.7214 -0.9078 -0.05
C -4.6001 3.2862 0.3611 -0.05
C -3.5169 2.9969 1.1763 -0.06
C -2.5220 2.1313 0.7313 -0.07
C -0.7353 1.2509 -2.6611 -0.36
C -0.6757 2.6432 -2.7467 -0.07
C -0.1947 3.2460 -3.9009 -0.06
C 0.2193 2.4663 -4.9718 -0.06
C 0.1640 1.0810 -4.8903 -0.06
C -0.3054 0.4742 -3.7364 -0.11
C 2.1434 1.5006 -1.1157 -0.36
C 2.0071 2.7613 -0.5283 -0.08
C 2.5422 3.8708 -1.1579 -0.06
C 3.2082 3.7263 -2.3702 -0.06
C 3.3377 2.4756 -2.9553 -0.06
C 2.8054 1.3546 -2.3278 -0.09
C 2.3614 0.1761 1.4011 -0.37
C 1.6538 0.3531 2.5846 -0.09
C 2.3436 0.4157 3.7905 -0.06
C 3.7246 0.3004 3.8076 -0.05
C 4.4323 0.1259 2.6203 -0.06
C 3.7527 0.0652 1.4186 -0.08
H -3.7937 1.4329 -2.3505 0.12
H -5.5516 2.9496 -1.5394 0.12
H -5.3781 3.9505 0.7154 0.11
H -3.4476 3.4391 2.1616 0.11
H -1.6785 1.8838 1.3657 0.10
H -1.0126 3.2609 -1.9234 0.12
H -0.1546 4.3260 -3.9674 0.12
H 0.5846 2.9400 -5.8750 0.12
H 0.4777 0.4742 -5.7301 0.12
H -0.3699 -0.6041 -3.6964 0.07
H 1.5086 2.8738 0.4288 0.12
H 2.4464 4.8475 -0.7018 0.11
H 3.6302 4.5967 -2.8579 0.12
H 3.8560 2.3694 -3.9002 0.12
H 2.9086 0.3777 -2.7831 0.08
H 0.5740 0.4360 2.5647 0.08
H 1.7986 0.5487 4.7155 0.11
H 4.2578 0.3459 4.7494 0.11
H 5.5105 0.0358 2.6366 0.11
H 4.3097 -0.0652 0.4966 0.11
S -0.7025 -2.2814 1.8667 0.65
C -1.0604 -3.9822 2.1925 -0.63
C -1.3437 -4.3960 3.4895 -0.04
C -1.6723 -5.7195 3.7446 -0.16
C -1.9688 -6.1162 5.1069 -0.15
N -2.1980 -6.3972 6.1967 0.19
C -1.7187 -6.6455 2.6975 -0.16
C -1.4267 -6.2345 1.4075 -0.04
C -1.1003 -4.9107 1.1638 -0.64
S -0.7227 -4.3936 -0.4738 0.60
C -2.0749 -8.0309 2.9235 -0.15
N -2.3794 -9.1256 3.0911 0.20
H -1.3164 -3.6938 4.3131 0.13
H -1.4553 -6.9524 0.5994 0.13

=====

No. 3
68
Properties=species:S:1:pos:R:3:lowdin_charge:R:1 method="wB97M-V/def2-TZVPD" e_tot_ev=-215198.37312 charge=+1 spin_multiplicity=1 e_lumo_ev=-6.006
Au -0.2954 -0.5756 -3.6635 0.65
S -1.2280 -1.0912 -5.6381 0.56
C -2.0438 -2.5327 -4.9997 -1.07
N -1.9241 -2.8266 -3.7435 -0.02
C -2.5962 -4.0090 -3.4661 -0.31
C -2.6718 -4.6239 -2.2157 -0.02
C -3.3763 -5.8027 -2.1081 -0.07
C -4.0084 -6.3747 -3.2211 -0.07
C -3.9444 -5.7801 -4.4637 -0.08
C -3.2312 -4.5886 -4.5726 -0.46
S -2.9767 -3.6036 -5.9787 1.07
H -2.1753 -4.1779 -1.3644 0.11
H -3.4417 -6.3014 -1.1506 0.11
H -4.5561 -7.2999 -3.1039 0.11
H -4.4325 -6.2238 -5.3205 0.11
Se 1.5682 3.2943 1.5942 0.40
P 2.2751 1.3339 1.3616 0.53
C 1.7372 0.1668 2.6367 -0.37
C 1.1254 0.6450 3.7898 -0.12
C 0.7101 -0.2443 4.7718 -0.08
C 0.9031 -1.6065 4.6001 -0.07
C 1.5193 -2.0863 3.4499 -0.06
C 1.9396 -1.2045 2.4687 -0.08
C 4.0640 1.1896 1.2178 -0.36
C 4.8222 0.5918 2.2159 -0.07
C 6.2064 0.5655 2.1068 -0.06
C 6.8266 1.1295 1.0042 -0.07
C 6.0676 1.7325 0.0071 -0.07
C 4.6903 1.7684 0.1152 -0.10
C 1.6898 0.5385 -0.1701 -0.38
C 0.5739 0.6872 -0.9831 -0.40
N 0.7319 -0.2495 -1.9529 -0.27
N 1.8521 -0.9178 -1.7730 -0.02
N 2.4369 -0.4627 -0.7000 0.04
P -1.0006 1.5265 -0.9715 0.79
Se -1.8365 1.1110 -3.0147 0.57
C -0.8772 3.2880 -0.8092 -0.43
C 0.1082 3.9596 -1.5340 -0.12
C 0.2344 5.3270 -1.3962 -0.06
C -0.6236 6.0179 -0.5466 -0.04
C -1.6153 5.3501 0.1561 -0.05
C -1.7510 3.9773 0.0257 -0.08
C -2.1082 0.8226 0.2483 -0.36
C -1.7133 0.8790 1.5868 -0.07
C -2.5281 0.3266 2.5591 -0.04
C -3.7338 -0.2657 2.2052 -0.05
C -4.1277 -0.3144 0.8761 -0.06
C -3.3130 0.2214 -0.1093 -0.10
H 0.9894 1.7132 3.9131 0.07
H 0.2432 0.1294 5.6738 0.11
H 0.5805 -2.2989 5.3667 0.11
H 1.6758 -3.1490 3.3205 0.11
H 2.4262 -1.5779 1.5759 0.10
H 4.3434 0.1489 3.0797 0.11
H 6.7969 0.1019 2.8855 0.11
H 7.9048 1.1022 0.9181 0.11
H 6.5539 2.1763 -0.8513 0.11
H 4.0983 2.2533 -0.6525 0.11
H 0.7866 3.4138 -2.1796 0.12
H 1.0064 5.8563 -1.9371 0.12
H -0.5152 7.0884 -0.4328 0.12
H -2.2792 5.8953 0.8128 0.12
H -2.5088 3.4495 0.5897 0.11
H -0.7880 1.3687 1.8701 0.07
H -2.2159 0.3601 3.5942 0.11
H -4.3683 -0.6935 2.9701 0.12
H -5.0659 -0.7770 0.6018 0.11
H -3.6164 0.1525 -1.1448 0.06